No. 1
117
Properties=species:S:1:pos:R:3:forces:R:3:lowdin_spin:R:1 method="wB97M-V/def2-TZVPD" largest_force_ev_per_a=0.86 total_charge=+2 e_above_lowest_kcal_mol=22.4 e_lumo_ev="-7.025 / -7.202" homo_lumo_gap_ev="7.270 / 7.068" multiplicity=2 energy_ev=-98882.327 s2=0.761 homo_ev="-14.30 / -14.27"
Re -0.30481 -0.46664 0.49019 0.3 -0.1 0.4 0.8871
C 0.97239 1.38055 2.90078 -0.3 -0.2 -0.1 -0.0118
Si 0.46756 1.86315 1.14054 -0.1 0.2 -0.5 -0.0057
C -0.88704 3.14072 1.26258 0.2 -0.1 -0.1 -0.0022
C -0.70488 4.42579 1.77644 0.0 0.1 0.0 -0.0004
C -1.75887 5.32375 1.80901 0.0 0.0 0.0 0.0001
C -3.01117 4.94644 1.33361 0.0 0.0 0.0 0.0002
C -3.21085 3.66506 0.85038 -0.1 0.0 0.0 -0.0003
C -2.14569 2.76557 0.80600 0.1 -0.1 0.2 -0.0009
P -2.39536 1.01065 0.43767 -0.1 0.0 -0.2 0.0067
C -3.15827 0.84475 -1.22727 0.2 -0.1 0.0 0.0063
C -4.57263 1.43866 -1.43559 0.0 0.1 0.0 0.0007
C -4.66067 2.79263 -2.15062 0.0 0.0 0.0 0.0001
C -3.67056 2.93290 -3.29883 0.0 0.0 0.0 0.0009
C -2.25791 2.70575 -2.77936 0.0 0.0 0.0 0.0013
C -2.10935 1.27466 -2.27942 -0.1 0.0 -0.1 0.0129
C -3.64833 0.59782 1.73609 0.1 0.1 -0.1 -0.0026
C -2.99616 0.50160 3.11961 0.0 0.0 0.0 -0.0006
C -4.07539 0.49901 4.20404 0.0 0.0 0.0 -0.0001
C -5.12018 -0.58761 3.95874 0.0 0.0 0.0 0.0000
C -5.73325 -0.46455 2.56486 0.0 0.0 0.0 0.0000
C -4.64653 -0.53265 1.49004 0.0 -0.2 0.0 0.0001
C 1.79144 2.49044 -0.03921 -0.2 -0.1 0.1 0.0037
C 2.19779 3.82128 -0.11390 0.0 0.1 0.0 0.0001
C 3.07512 4.23961 -1.10502 0.0 0.0 0.0 0.0006
C 3.54246 3.33624 -2.05176 0.0 0.0 0.0 0.0006
C 3.16133 2.00543 -1.98421 0.0 0.0 -0.1 0.0004
C 2.29688 1.58893 -0.97945 0.0 -0.1 0.0 0.0059
P 1.89286 -0.14084 -0.67750 -0.2 -0.1 -0.1 0.0040
C 3.37524 -0.91548 0.14417 -0.1 0.0 0.1 -0.0009
C 3.41688 -0.87758 1.67999 0.0 0.0 0.1 0.0001
C 4.03931 0.38675 2.26446 0.1 0.0 0.0 0.0000
C 5.45408 0.58319 1.73783 -0.1 0.0 0.0 0.0000
C 5.38629 0.74174 0.22546 0.0 0.0 0.0 0.0000
C 4.72777 -0.46227 -0.44968 0.1 0.0 0.0 -0.0005
C 1.67157 -1.14248 -2.23794 0.0 0.0 0.1 -0.0014
C 2.87884 -1.83212 -2.91024 0.1 0.1 0.0 -0.0007
C 3.58122 -1.06823 -4.04240 0.0 0.0 0.0 0.0000
C 2.60283 -0.26849 -4.92497 0.0 -0.1 0.0 0.0000
C 1.16684 -0.73030 -4.71341 0.0 0.0 0.1 0.0003
C 0.74706 -0.44206 -3.26952 0.0 0.0 0.0 0.0008
H 1.85859 1.96942 3.15233 0.0 0.0 -0.1 -0.0021
H 1.22760 0.33498 3.08016 0.0 0.0 0.0 0.0007
H 0.16804 1.65701 3.58376 0.0 0.0 -0.1 -0.0003
H 0.25938 4.73173 2.16871 -0.1 0.0 0.0 0.0000
H -1.61178 6.31594 2.21547 0.0 0.0 0.0 0.0000
H -3.83495 5.64761 1.36221 0.0 0.0 0.0 0.0000
H -4.19866 3.36627 0.52394 0.0 0.0 0.1 0.0000
H -3.27452 -0.23655 -1.32261 0.0 0.0 0.1 -0.0002
H -5.10967 1.49705 -0.48498 0.0 0.0 0.0 0.0001
H -5.12222 0.70693 -2.03207 0.0 0.0 0.0 0.0004
H -4.48567 3.61721 -1.45614 0.0 0.0 0.0 0.0000
H -5.68428 2.91249 -2.50805 0.0 0.0 0.0 0.0000
H -3.76118 3.92343 -3.74469 0.0 0.0 0.0 0.0002
H -3.89419 2.20865 -4.08964 0.0 0.0 0.0 0.0000
H -2.04277 3.41846 -1.97498 0.0 0.0 0.0 0.0001
H -1.51935 2.88268 -3.56376 0.0 0.0 0.0 0.0000
H -1.09983 1.12877 -1.87786 0.0 0.0 0.0 0.0098
H -2.19259 0.59891 -3.13540 0.0 0.0 0.0 0.0002
H -4.23627 1.52369 1.73092 0.0 0.0 0.0 -0.0007
H -2.31388 1.34379 3.27975 0.0 0.0 0.0 -0.0001
H -2.40458 -0.41921 3.17912 0.0 0.0 0.0 -0.0002
H -4.56587 1.47808 4.21465 0.0 0.0 0.0 0.0000
H -3.60983 0.37439 5.18270 0.0 0.0 0.0 0.0000
H -5.89846 -0.53566 4.72050 0.0 0.0 0.0 0.0000
H -4.65032 -1.57237 4.05862 0.0 0.0 0.0 0.0000
H -6.27409 0.48442 2.48088 0.0 0.0 0.0 0.0000
H -6.46451 -1.25558 2.39531 0.0 0.0 0.0 0.0000
H -5.08840 -0.46383 0.49339 0.0 0.0 0.0 0.0000
H -4.15417 -1.50211 1.56045 0.0 0.0 0.0 0.0000
H 1.81516 4.55324 0.58733 0.0 0.0 0.0 0.0001
H 3.38130 5.27638 -1.15139 0.0 0.0 0.0 0.0000
H 4.20801 3.66810 -2.83797 0.0 0.0 0.0 0.0000
H 3.54483 1.29780 -2.70665 0.0 0.0 0.0 0.0000
H 3.23965 -1.96216 -0.14958 -0.1 0.0 0.0 0.0000
H 4.02689 -1.72943 2.00158 0.0 0.0 0.0 0.0001
H 2.42507 -1.04942 2.09579 0.1 0.0 0.0 0.0001
H 4.02654 0.32129 3.35426 0.0 0.0 0.0 0.0000
H 3.44355 1.26357 1.98855 0.1 0.0 0.0 0.0000
H 6.07636 -0.27653 2.00707 0.0 0.0 0.0 0.0000
H 5.91391 1.46133 2.19144 0.0 0.0 0.0 0.0000
H 6.38316 0.86494 -0.20162 0.0 0.0 0.0 0.0000
H 4.83710 1.65898 -0.00062 0.0 0.0 0.0 0.0000
H 5.40159 -1.31952 -0.34123 0.0 0.0 0.0 -0.0001
H 4.65010 -0.28055 -1.51959 0.0 0.0 -0.1 0.0000
H 1.10062 -1.97644 -1.81850 -0.1 0.0 0.1 -0.0001
H 2.46437 -2.74216 -3.35017 0.0 0.0 0.0 -0.0001
H 3.59727 -2.18651 -2.16961 0.1 0.1 -0.1 0.0000
H 4.08391 -1.81766 -4.65538 0.0 0.0 0.0 0.0000
H 4.38414 -0.42822 -3.66596 -0.1 0.0 0.0 0.0000
H 2.89289 -0.34731 -5.97182 0.0 0.0 0.0 0.0000
H 2.64023 0.79547 -4.68271 0.1 0.1 0.0 0.0000
H 1.06286 -1.79451 -4.94212 0.0 0.0 0.0 0.0000
H 0.49474 -0.20295 -5.39122 0.0 0.0 0.0 0.0000
H -0.28201 -0.75979 -3.10250 0.1 0.0 0.0 0.0000
H 0.76698 0.64275 -3.13001 0.0 0.0 0.0 0.0000
N 0.73429 -2.20609 1.01347 0.1 0.0 -0.1 0.0093
C 1.09705 -3.29272 1.21115 -0.2 0.0 0.0 0.0366
N 1.51035 -4.48854 1.42629 0.0 0.1 0.0 0.0071
C 2.08732 -5.30626 0.33544 0.1 -0.1 -0.1 0.0027
C 1.27890 -6.59228 0.22653 0.0 0.1 0.1 0.0004
O 1.23230 -7.24191 1.47799 0.0 0.0 0.0 0.0000
C 0.53454 -6.47747 2.43813 0.0 0.1 -0.1 0.0003
C 1.27784 -5.17843 2.71495 -0.1 -0.1 0.1 0.0029
H 3.12392 -5.52956 0.59149 0.0 0.0 0.0 0.0001
H 2.05385 -4.73438 -0.59175 0.0 0.0 0.0 0.0002
H 1.75516 -7.27346 -0.47457 0.0 0.0 0.0 0.0001
H 0.26743 -6.36428 -0.13007 0.0 0.0 0.0 0.0000
H 0.47245 -7.07310 3.34548 0.0 0.0 0.0 0.0001
H -0.48153 -6.25647 2.08839 0.0 0.0 0.0 0.0000
H 2.25172 -5.38152 3.16116 0.0 0.0 0.0 0.0003
H 0.70660 -4.52325 3.37021 0.0 0.0 0.0 0.0001
O -1.87762 -1.88806 1.10336 -0.1 -0.1 -0.2 0.0027
Cl -2.02924 -2.57016 -0.22450 0.1 0.0 -0.1 0.0016
O -1.46297 -3.85644 -0.20242 0.0 -0.2 0.2 0.0008
O -3.34652 -2.53937 -0.68834 -0.3 0.0 0.1 -0.0002
O -1.16453 -1.66530 -1.08458 0.4 0.7 0.4 0.0216

***

No. 2
118
Properties=species:S:1:pos:R:3:forces:R:3:lowdin_charge:R:1 method="wB97M-V/def2-TZVPD" largest_force_ev_per_a=6.51 total_charge=0 e_lumo_ev=0.206 homo_lumo_gap_ev=5.231 energy_ev=-133152.439 homo_ev=-5.02
In 1.03853 -1.29959 -0.06660 1.0 -0.3 1.4 0.2311
C 1.83474 -1.98784 3.77916 0.1 0.2 0.4 -0.0459
C 0.40050 -1.57920 3.84613 -0.5 0.0 -0.4 -0.1810
C -0.07735 -1.05080 5.04679 -0.2 0.0 -0.3 -0.0483
C -1.38889 -0.63212 5.16748 -0.1 0.1 0.2 -0.0830
C -2.24217 -0.72495 4.08716 0.1 0.0 -0.1 -0.0422
C -1.80079 -1.24594 2.87258 0.2 -0.3 0.2 -0.2182
C -2.75291 -1.31244 1.72899 1.1 -3.0 1.8 -0.0948
C -0.48627 -1.71123 2.73888 0.3 0.2 0.9 -0.1930
N -0.07244 -2.25169 1.46074 -1.8 -2.0 1.7 0.0443
C -0.21428 -3.51935 1.22055 0.2 0.4 -0.6 -0.1999
C -0.77621 -4.52293 2.18828 0.1 0.2 0.1 0.0010
C 0.23351 -4.05498 -0.15576 -0.1 0.7 -0.3 -0.2013
C 0.06756 -5.53306 -0.39234 0.1 0.0 0.1 -0.0042
N 0.69824 -3.20659 -1.01904 -0.9 -4.2 0.5 0.0990
C 1.07485 -3.70936 -2.32871 0.7 -0.2 -0.9 -0.1370
C 0.06632 -3.68453 -3.30248 -0.1 0.1 0.3 -0.2104
C -1.30249 -3.16471 -2.96098 -0.1 0.2 0.1 -0.0435
C 0.31304 -4.16489 -4.58685 0.2 0.0 0.0 -0.0623
C 1.55912 -4.64257 -4.93345 0.1 -0.1 -0.2 -0.0969
C 2.58466 -4.64570 -4.00215 -0.4 0.2 0.2 -0.0538
C 2.38511 -4.17981 -2.70207 -0.8 0.1 0.3 -0.1715
C 3.56074 -4.22241 -1.76992 0.2 -0.7 -0.1 -0.0389
H 2.36982 -1.69928 4.68809 -0.2 -0.1 0.0 0.0856
H 2.33002 -1.50295 2.94488 0.0 -0.1 0.1 0.0469
H 1.91878 -3.06986 3.67250 0.2 0.1 -0.1 0.0873
H 0.58668 -0.95272 5.89887 0.1 -0.1 -0.1 0.1087
H -1.74275 -0.21728 6.10518 0.0 0.0 0.0 0.1035
H -3.26505 -0.37581 4.19074 0.0 0.0 -0.1 0.1161
H -3.64539 -0.75425 1.96257 0.0 -1.2 1.6 0.0747
H -3.04718 -2.34928 1.52762 0.0 0.0 -0.1 0.1241
H -2.29768 -0.88720 0.83502 0.8 -0.9 0.2 0.0341
H -1.16536 -4.06230 3.09556 0.1 0.1 -0.1 0.0873
H 0.00799 -5.22661 2.47730 -0.1 -0.1 -0.1 0.0973
H -1.59688 -5.06796 1.71811 0.2 -0.1 0.0 0.0906
H 0.55404 -6.09451 0.40828 -0.2 -0.1 0.0 0.0875
H 0.50749 -5.85941 -1.33320 0.0 0.2 0.0 0.0888
H -0.99711 -5.77926 -0.41242 0.0 -0.1 0.1 0.0902
H -1.23137 -2.22623 -2.40060 0.2 0.0 0.1 0.0567
H -1.85105 -3.90246 -2.36612 -0.1 0.1 0.0 0.0744
H -1.88239 -2.95661 -3.86406 0.1 -0.2 0.0 0.0742
H -0.47608 -4.15671 -5.33210 0.0 0.1 0.1 0.1033
H 1.73963 -5.00589 -5.93987 0.0 0.0 0.1 0.0966
H 3.56105 -5.01288 -4.29956 0.0 0.1 0.2 0.1054
H 4.47375 -4.50677 -2.30194 -0.2 -0.2 -0.1 0.0831
H 3.39228 -4.95957 -0.97815 0.1 0.1 0.1 0.0873
H 3.73684 -3.25515 -1.32952 0.1 -0.1 -0.1 0.0476
N 2.49019 0.30645 -0.09137 -0.7 5.6 3.3 -0.0587
C 3.04663 0.53357 -1.42263 0.1 -0.2 0.1 -0.2643
C 4.35272 1.32426 -1.43300 0.3 -0.1 -0.1 -0.1407
C 4.86427 1.74972 -2.82194 -0.1 -0.1 0.1 -0.1691
C 3.81303 2.40951 -3.73232 0.0 -0.2 -0.2 -0.1681
N 2.90617 1.40820 -4.26314 -0.3 0.4 -0.8 0.0634
C 1.58417 1.45008 -4.33736 -0.4 -0.3 0.5 -0.4560
N 0.91134 0.31253 -4.43680 0.8 -0.3 -0.8 0.2125
N 0.90639 2.60921 -4.27452 0.1 0.4 -0.1 0.1972
C 2.96430 -0.87351 -2.14171 -1.2 0.9 0.2 -0.5111
O 3.16723 -0.88824 -3.38970 0.8 -1.2 0.3 -0.0351
O 2.52045 -1.78623 -1.42338 5.2 0.3 -3.2 -0.2061
H 1.88676 1.22186 0.24811 1.7 -2.7 -1.5 0.0773
H 3.06167 0.23574 0.77082 0.7 -0.3 -1.4 0.0961
H 2.28300 1.14432 -1.90520 0.0 -0.3 -0.1 0.1221
H 5.13671 0.74455 -0.93236 0.0 0.1 0.0 0.1191
H 4.21991 2.23904 -0.84175 -0.2 -0.1 0.1 0.1090
H 5.29607 0.87822 -3.32374 -0.1 0.1 -0.1 0.1159
H 5.68414 2.46046 -2.67939 -0.1 0.0 -0.1 0.1087
H 4.31089 2.88549 -4.58161 0.1 0.2 0.2 0.1151
H 3.25280 3.16562 -3.17314 0.1 0.1 0.0 0.1141
H 3.24047 0.42417 -4.19907 0.1 -0.1 0.6 0.0880
H 1.45220 -0.53552 -4.23207 -0.4 0.2 0.4 0.1066
H -0.08804 0.24134 -4.38909 0.0 0.2 0.4 0.1160
H 1.40114 3.47990 -4.20558 -0.1 -0.1 -0.1 0.0995
H -0.09765 2.61391 -4.26998 0.1 0.0 0.1 0.1139
O 0.63831 -0.65091 -1.77735 -3.7 2.7 -2.8 -0.5477
C 2.70908 -2.42641 0.90993 0.2 -0.5 1.8 -0.1377
H 2.35050 -2.91899 1.81229 0.5 -0.4 -0.3 -0.0448
H 3.52294 -1.73117 1.17654 0.0 -0.4 0.0 0.0100
H 3.08730 -3.17372 0.22815 -0.2 0.2 0.2 -0.0310
C -0.62684 4.96030 0.33490 0.1 -0.1 -0.2 -0.1096
C 0.69337 4.89993 1.09627 -0.1 0.2 0.0 -0.2504
C 0.55360 4.50608 2.57286 0.4 0.0 -0.2 -0.1873
C 0.15501 3.04687 2.84326 0.3 0.4 0.4 -0.1361
N -1.21294 2.70815 2.46689 -0.9 -0.6 -0.8 -0.0067
C -1.61634 1.77577 1.54838 0.2 -0.7 0.2 -0.5944
Se -0.50914 0.75309 0.57878 -0.3 1.5 -1.2 0.9881
N -2.98906 1.69742 1.48717 1.0 0.3 0.6 0.0244
C -3.80032 0.78656 0.65725 0.0 -0.1 -1.8 -0.1749
C -3.70665 1.03503 -0.85828 -0.5 0.3 -0.2 -0.1901
C -4.38973 2.31415 -1.36873 0.2 -0.1 -0.2 -0.2575
C -3.66127 3.60763 -1.01584 -0.2 0.2 -0.1 -0.1085
C -3.44926 2.60054 2.41910 -1.6 0.0 0.0 -0.1854
C -4.75537 2.91374 2.78413 0.0 0.4 0.4 -0.0026
C -4.94120 3.86992 3.78296 0.4 -0.1 -0.1 -0.0841
C -3.84079 4.48549 4.39990 0.0 -0.3 -0.3 -0.0834
C -2.53804 4.15929 4.02261 -0.5 0.1 0.1 -0.0016
C -2.36978 3.21415 3.01462 0.4 1.2 1.3 -0.1690
H -0.44451 5.32075 -0.68882 -0.2 0.0 0.3 0.0771
H -1.32917 5.64771 0.83125 0.1 -0.2 -0.2 0.0867
H -1.07604 3.96706 0.25661 0.0 0.2 0.0 0.0342
H 1.13102 5.91137 1.06572 0.1 -0.4 0.0 0.1066
H 1.38909 4.21283 0.58703 -0.1 0.2 0.2 0.1064
H -0.11560 5.21438 3.08042 0.1 -0.2 -0.1 0.0986
H 1.55331 4.63398 3.02041 -0.3 -0.1 0.1 0.1163
H 0.26151 2.84909 3.92231 -0.1 0.0 -0.3 0.1331
H 0.87410 2.39908 2.32588 -0.6 -0.1 0.0 0.0891
H -4.86388 0.83770 0.93660 0.4 0.4 0.3 0.1321
H -3.44517 -0.29277 0.88424 -2.0 4.6 -2.6 0.0128
H -4.24969 0.19655 -1.32783 0.3 0.1 0.2 0.1188
H -2.66916 0.98544 -1.21864 -0.2 0.0 0.2 0.0812
H -5.43025 2.35434 -1.00531 0.2 0.0 -0.1 0.1054
H -4.41864 2.25715 -2.46997 -0.2 -0.1 0.3 0.1042
H -3.63182 3.77920 0.06603 0.1 0.0 -0.2 0.0576
H -4.18959 4.45987 -1.47009 0.2 -0.1 0.1 0.0759
H -2.63873 3.58058 -1.41984 -0.2 0.1 0.2 0.0705
H -5.61156 2.44345 2.32241 0.0 -0.1 -0.1 0.1055
H -5.94413 4.13496 4.08954 0.0 0.0 0.0 0.0993
H -4.00447 5.21786 5.17898 0.0 0.0 0.0 0.0994
H -1.70020 4.62947 4.51567 0.1 0.0 0.0 0.1038